Formula: C26H64B2F8N5O5
Source: the OMol25 dataset
Level of theory: ωB97M-V with the def2-TZVPD basis set

Results
LUMO   -7.25 eV
HOMO level   -16.52 eV
Calculated total energy   -68765.191 eV
Net charge   +3

CARTESIAN COORDINATES (ANGSTROEM)
C (-2.49, -2.85, -5.39)
O (-3.13, -2.30, -4.20)
C (-3.07, -0.89, -4.06)
C (-3.80, -0.43, -2.81)
N (-3.39, -1.14, -1.48)
H (-2.38, -1.23, -1.49)
H (-3.64, -0.50, -0.75)
C (-4.03, -2.51, -1.18)
C (-3.58, -3.10, 0.17)
O (-3.35, -2.15, 1.17)
C (-2.67, -2.57, 2.31)
H (-1.41, -2.77, -5.26)
H (-2.95, -2.44, -6.29)
H (-2.79, -3.89, -5.50)
H (-3.65, -0.47, -4.88)
H (-2.04, -0.54, -4.16)
H (-4.89, -0.45, -2.80)
H (-3.51, 0.61, -2.66)
H (-3.95, -3.21, -2.01)
H (-5.10, -2.36, -1.05)
H (-2.79, -3.75, -0.20)
H (-4.20, -3.91, 0.55)
H (-1.58, -2.55, 2.25)
H (-3.03, -3.54, 2.64)
H (-2.95, -1.85, 3.08)
C (-2.54, 5.77, 6.51)
C (-2.71, 4.46, 5.74)
C (-1.91, 4.31, 4.42)
C (-2.12, 2.88, 3.77)
N (-1.22, 2.52, 2.55)
C (0.30, 2.49, 2.85)
C (0.49, 1.26, 3.75)
C (-0.48, 0.32, 3.20)
C (-1.47, 0.96, 2.26)
C (-1.60, 3.47, 1.40)
C (-0.76, 3.27, 0.02)
C (-1.15, 4.23, -1.09)
H (-1.53, 5.89, 6.90)
H (-3.20, 5.98, 7.35)
H (-2.78, 6.60, 5.84)
H (-3.77, 4.41, 5.48)
H (-2.49, 3.56, 6.32)
H (-0.86, 4.54, 4.60)
H (-2.16, 5.16, 3.79)
H (-3.17, 2.70, 3.52)
H (-1.87, 2.14, 4.53)
H (0.82, 2.38, 1.90)
H (0.54, 3.36, 3.46)
H (1.53, 0.93, 3.78)
H (0.35, 1.47, 4.81)
H (-0.04, -0.48, 2.61)
H (-1.02, -0.22, 3.98)
H (-1.37, 0.70, 1.21)
H (-2.53, 0.85, 2.46)
H (-1.39, 4.49, 1.73)
H (-2.66, 3.22, 1.37)
H (-0.59, 2.28, -0.39)
H (0.26, 3.54, 0.30)
H (-0.55, 4.15, -1.99)
H (-1.12, 5.27, -0.75)
H (-2.21, 4.06, -1.28)
C (0.85, -4.09, -0.33)
C (0.27, -4.32, -1.71)
O (-0.85, -4.79, -1.78)
N (1.01, -3.90, -2.99)
H (0.38, -3.25, -3.44)
H (1.82, -3.30, -2.91)
C (1.31, -5.10, -3.98)
H (1.46, -3.18, -0.35)
H (1.64, -4.80, -0.05)
H (0.13, -4.01, 0.48)
H (1.60, -6.01, -3.45)
H (2.15, -4.76, -4.58)
H (0.46, -5.33, -4.63)
C (2.55, 3.89, -1.75)
C (2.60, 2.42, -2.03)
O (3.31, 1.65, -1.40)
N (1.77, 1.86, -3.29)
H (1.02, 1.28, -2.93)
H (1.33, 2.57, -3.85)
C (2.74, 1.07, -4.20)
H (1.61, 4.39, -2.01)
H (3.19, 4.49, -2.39)
H (2.79, 4.02, -0.70)
H (3.04, 0.12, -3.76)
H (3.54, 1.78, -4.40)
H (2.12, 0.75, -5.04)
C (5.75, -1.72, 3.68)
C (5.17, -2.00, 2.34)
O (5.55, -2.84, 1.63)
N (4.01, -1.09, 1.87)
H (3.22, -1.48, 2.37)
H (4.04, -0.19, 2.32)
C (3.81, -1.02, 0.36)
H (6.61, -2.36, 3.90)
H (4.95, -1.60, 4.41)
H (6.23, -0.74, 3.58)
H (2.99, -0.31, 0.24)
H (3.47, -2.02, 0.08)
H (4.73, -0.80, -0.18)
B (4.50, -3.00, -2.64)
F (3.70, -3.75, -1.87)
F (5.44, -2.21, -1.97)
F (5.25, -3.80, -3.46)
F (3.71, -2.18, -3.36)
B (0.09, -0.48, -1.75)
F (1.29, -0.80, -2.36)
F (-0.79, -1.52, -1.91)
F (0.20, -0.28, -0.37)
F (-0.43, 0.61, -2.37)


Formula: C27H30F6IN5O5S2
Source: the OMol25 dataset
Level of theory: ωB97M-V with the def2-TZVPD basis set

Results
LUMO   -3.16 eV
HOMO level   -7.89 eV
Calculated total energy   -92226.370 eV
Net charge   0

CARTESIAN COORDINATES (ANGSTROEM)
C (-4.94, -0.45, 2.45)
C (-4.40, 1.09, 2.22)
O (-3.92, 1.72, 3.33)
N (-4.44, 1.80, 0.89)
C (-3.05, 1.80, 0.21)
C (-3.23, 2.30, -1.34)
C (-1.97, 3.27, -1.75)
C (-0.85, 2.58, -2.72)
C (-0.20, 1.19, -2.15)
C (-0.49, -0.18, -3.04)
C (0.08, -1.66, -2.63)
C (-0.27, -2.90, -3.67)
C (-0.93, -4.21, -2.94)
C (-2.31, -4.77, -3.64)
I (0.56, -5.85, -3.23)
C (0.99, -1.85, -1.24)
N (1.47, -3.25, -0.98)
C (2.27, -3.21, 0.29)
C (2.55, -1.94, 1.27)
S (3.61, -2.21, 2.84)
O (5.03, -1.68, 2.54)
O (3.72, -3.76, 3.05)
C (2.76, -1.40, 4.31)
F (2.88, -2.23, 5.55)
F (1.30, -1.19, 4.09)
C (3.40, 0.11, 4.62)
F (2.64, 0.87, 5.64)
F (4.84, -0.04, 5.04)
F (3.31, 0.84, 3.30)
N (2.03, -0.57, 0.93)
C (1.26, -0.52, -0.35)
C (0.70, 1.00, -0.79)
S (1.13, 2.49, 0.29)
O (2.60, 2.43, 0.86)
O (1.03, 3.86, -0.45)
F (0.04, 2.62, 1.65)
H (-6.12, -0.52, 2.51)
H (-4.55, -1.17, 1.60)
H (-4.55, -0.90, 3.48)
H (-4.68, 2.83, 1.02)
H (-2.54, 0.74, 0.23)
H (-2.39, 2.53, 0.88)
H (-3.19, 1.38, -2.08)
H (-4.22, 2.94, -1.47)
H (-2.40, 4.21, -2.35)
H (-1.56, 3.72, -0.74)
H (-1.40, 2.34, -3.75)
H (0.04, 3.34, -2.88)
H (-1.12, -0.07, -4.04)
H (-1.09, -2.50, -4.44)
H (0.67, -3.15, -4.35)
H (-1.08, -4.12, -1.79)
H (-2.22, -4.97, -4.81)
H (-2.52, -5.84, -3.17)
H (-3.27, -4.13, -3.37)
H (2.76, -4.25, 0.63)
C (3.87, 7.66, -2.57)
C (4.95, 6.74, -2.59)
C (4.55, 5.62, -1.90)
N (3.27, 5.83, -1.45)
C (2.84, 7.07, -1.86)
H (3.84, 8.64, -3.02)
H (5.91, 6.89, -3.06)
H (5.07, 4.70, -1.68)
H (2.73, 5.17, -0.91)
H (1.85, 7.42, -1.61)
C (-1.51, -5.42, 3.13)
C (-1.80, -4.09, 3.52)
C (-1.35, -3.26, 2.52)
N (-0.79, -4.04, 1.54)
C (-0.89, -5.36, 1.90)
H (-1.73, -6.32, 3.68)
H (-2.29, -3.77, 4.43)
H (-1.37, -2.18, 2.42)
H (-0.37, -3.70, 0.68)
H (-0.51, -6.14, 1.26)


Formula: C2H8N2O2
Source: the OMol25 dataset
Level of theory: ωB97M-V with the def2-TZVPD basis set

Results
Relative energy (zero: lowest compared OMol25 entry of this formula, charge and spin)   619.87 kJ/mol
LUMO   1.13 eV
HOMO level   -8.93 eV
Calculated total energy   -9273.486 eV
Net charge   0

CARTESIAN COORDINATES (ANGSTROEM)
C (-1.88, -0.83, 0.33)
O (-1.06, 0.28, 0.70)
N (-0.02, 0.71, -0.29)
N (0.09, 2.11, -0.32)
O (1.11, 0.17, 0.27)
C (1.76, -0.86, -0.35)
H (-1.63, -0.95, -0.68)
H (-2.86, -0.43, 0.28)
H (-1.78, -1.64, 1.06)
H (0.95, 2.27, 0.34)
H (-0.67, 2.62, 0.19)
H (1.24, -1.27, -1.12)
H (2.02, -1.64, 0.29)
H (2.74, -0.54, -0.70)


Formula: ArH26O13
Source: the OMol25 dataset
Level of theory: ωB97M-V with the def2-TZVPD basis set

Results
Relative energy (zero: lowest compared OMol25 entry of this formula, charge and spin)   115.00 kJ/mol
LUMO   -0.44 eV
HOMO level   -10.24 eV
Calculated total energy   -41394.330 eV
Net charge   0

CARTESIAN COORDINATES (ANGSTROEM)
Ar (-15.72, 5.36, -9.26)
O (-16.49, 3.53, -6.78)
H (-16.75, 3.21, -5.91)
H (-17.29, 3.86, -7.17)
O (-14.53, 2.07, -8.17)
H (-13.85, 2.48, -7.64)
H (-15.35, 2.41, -7.83)
O (-11.76, 5.50, -10.53)
H (-12.10, 5.85, -9.71)
H (-12.52, 5.10, -10.95)
O (-14.65, 5.76, -6.06)
H (-13.94, 5.86, -6.70)
H (-15.03, 4.90, -6.26)
O (-13.95, 4.49, -12.00)
H (-14.77, 4.01, -11.85)
H (-13.58, 4.10, -12.79)
O (-12.51, 6.35, -7.60)
H (-12.67, 7.29, -7.49)
H (-11.75, 6.17, -7.05)
O (-19.37, 4.51, -10.88)
H (-20.26, 4.35, -11.18)
H (-19.11, 5.33, -11.31)
O (-18.79, 1.83, -8.52)
H (-18.20, 1.18, -8.89)
H (-18.58, 2.64, -8.98)
O (-18.17, 5.79, -5.58)
H (-17.30, 5.59, -5.91)
H (-18.74, 5.71, -6.35)
O (-18.89, 4.83, -8.07)
H (-19.26, 4.15, -7.50)
H (-19.39, 4.75, -8.88)
O (-18.81, 7.87, -7.66)
H (-19.70, 8.20, -7.78)
H (-18.74, 7.13, -8.27)
O (-17.64, 8.61, -10.67)
H (-16.93, 8.07, -10.31)
H (-17.53, 9.46, -10.24)
O (-16.88, 3.84, -12.14)
H (-16.80, 2.90, -12.01)
H (-17.68, 4.08, -11.67)


Formula: C34H38F6IrN8OSSbSi
Source: the OMol25 dataset
Level of theory: ωB97M-V with the def2-TZVPD basis set

Results
LUMO (alpha / beta)   -6.41 / -9.05 eV
HOMO level (alpha / beta)   -12.05 / -12.04 eV
Calculated total energy   -94223.453 eV
Net charge   +2
Spin multiplicity   5

CARTESIAN COORDINATES (ANGSTROEM)
Ir (14.76, -19.89, 2.49)
C (20.06, -17.04, 0.84)
C (19.43, -18.36, 1.25)
N (18.25, -18.74, 0.42)
C (17.12, -19.29, 0.90)
S (17.09, -20.24, 2.45)
N (16.16, -19.53, -0.04)
N (14.98, -19.85, 0.54)
C (14.04, -20.59, -0.19)
C (14.22, -20.86, -1.63)
C (12.88, -20.84, 0.59)
C (11.84, -21.81, 0.26)
C (10.68, -21.81, 1.05)
C (10.63, -20.93, 2.20)
C (11.78, -20.25, 2.58)
N (12.89, -20.32, 1.84)
H (20.82, -16.77, 1.60)
H (19.29, -16.24, 0.77)
H (20.55, -17.11, -0.13)
H (19.04, -18.28, 2.26)
H (20.11, -19.30, 1.25)
H (18.25, -18.63, -0.60)
H (14.97, -20.21, -2.08)
H (13.22, -20.77, -2.13)
H (14.54, -21.92, -1.63)
H (11.92, -22.45, -0.60)
H (9.81, -22.44, 0.78)
H (9.70, -20.78, 2.74)
H (11.69, -19.49, 3.40)
C (12.01, -16.74, 15.45)
O (13.02, -16.24, 14.54)
C (13.12, -16.75, 13.32)
C (13.94, -15.96, 12.49)
C (14.26, -16.42, 11.26)
C (13.84, -17.67, 10.80)
C (13.01, -18.41, 11.65)
C (12.58, -17.99, 12.88)
C (14.09, -18.07, 9.49)
N (14.32, -17.17, 8.50)
C (14.31, -17.89, 7.35)
C (13.90, -19.21, 7.62)
N (13.80, -19.33, 8.99)
C (13.88, -20.21, 6.65)
C (13.68, -21.58, 6.84)
C (13.73, -22.45, 5.76)
C (13.99, -21.92, 4.46)
N (14.23, -20.63, 4.30)
C (14.20, -19.78, 5.34)
C (14.59, -18.42, 5.08)
N (15.02, -18.18, 3.80)
C (15.37, -16.93, 3.47)
C (15.45, -15.84, 4.41)
C (15.09, -16.12, 5.68)
C (14.64, -17.43, 6.07)
H (12.24, -16.37, 16.42)
H (12.04, -17.82, 15.50)
H (10.99, -16.42, 15.12)
H (14.33, -15.09, 12.94)
H (14.80, -15.73, 10.62)
H (12.62, -19.41, 11.33)
H (11.98, -18.68, 13.47)
H (13.82, -20.28, 9.42)
H (13.52, -21.96, 7.84)
H (13.70, -23.54, 5.81)
H (13.91, -22.58, 3.56)
H (15.76, -16.79, 2.44)
H (15.81, -14.88, 4.14)
H (15.12, -15.31, 6.45)
C (19.41, -21.78, 4.07)
Si (18.30, -22.89, 3.02)
C (16.94, -23.86, 3.93)
C (19.41, -24.20, 2.18)
C (17.62, -21.83, 1.63)
H (20.29, -22.41, 4.29)
H (18.89, -21.41, 4.98)
H (19.74, -20.87, 3.64)
H (17.21, -24.85, 4.21)
H (16.01, -23.92, 3.30)
H (16.76, -23.24, 4.81)
H (20.40, -24.14, 2.66)
H (19.54, -24.10, 1.12)
H (19.00, -25.20, 2.37)
H (16.81, -22.34, 1.04)
H (18.34, -21.60, 0.83)
F (14.07, -23.81, 1.54)
Sb (14.65, -24.68, -0.06)
F (15.68, -23.11, -0.60)
F (13.07, -24.08, -0.97)
F (15.13, -25.68, -1.63)
F (13.58, -26.16, 0.54)
F (16.19, -25.30, 0.81)


Formula: C30H42N3O2Si3V
Source: the OMol25 dataset
Level of theory: ωB97M-V with the def2-TZVPD basis set

Results
LUMO   -7.73 eV
HOMO level   -14.53 eV
Calculated total energy   -89664.723 eV
Net charge   +2

CARTESIAN COORDINATES (ANGSTROEM)
V (-0.06, -0.02, -0.98)
O (0.56, 1.42, -1.29)
C (1.35, 2.44, -1.46)
C (0.90, 3.74, -1.73)
C (1.82, 4.77, -1.81)
C (3.17, 4.54, -1.59)
C (3.63, 3.26, -1.35)
C (2.73, 2.18, -1.33)
C (3.18, 0.81, -1.31)
N (2.44, -0.22, -1.14)
C (2.99, -1.49, -1.50)
C (2.39, -1.86, -2.86)
N (0.97, -1.87, -2.69)
C (0.30, -2.89, -3.05)
C (-1.13, -2.99, -2.86)
C (-1.86, -3.98, -3.51)
C (-3.24, -4.03, -3.42)
C (-3.90, -3.06, -2.67)
C (-3.20, -2.10, -1.97)
C (-1.80, -2.06, -2.01)
O (-1.10, -1.20, -1.32)
H (-0.15, 3.93, -1.85)
H (1.48, 5.78, -2.01)
H (3.88, 5.36, -1.62)
H (4.68, 3.08, -1.19)
H (4.24, 0.67, -1.55)
H (2.70, -2.25, -0.77)
H (4.09, -1.47, -1.58)
H (2.78, -2.82, -3.21)
H (2.64, -1.07, -3.59)
H (0.79, -3.73, -3.56)
H (-1.34, -4.70, -4.12)
H (-3.80, -4.77, -3.96)
H (-4.98, -3.07, -2.63)
H (-3.74, -1.36, -1.39)
C (-2.80, -1.47, 1.25)
Si (-0.93, -1.73, 1.64)
C (-0.94, -2.22, 3.48)
C (-0.15, -3.21, 0.71)
C (0.06, -0.11, 1.13)
Si (1.82, -0.08, 2.13)
C (2.65, -1.80, 2.19)
C (3.26, 1.13, 1.77)
C (1.44, 0.33, 3.96)
Si (-0.83, 1.49, 1.80)
C (0.23, 3.08, 1.76)
C (-1.80, 1.40, 3.43)
C (-2.09, 1.82, 0.40)
C (-3.11, 2.76, 0.49)
C (-3.89, 3.02, -0.62)
C (-3.64, 2.32, -1.79)
C (-2.60, 1.40, -1.81)
N (-1.85, 1.18, -0.73)
H (-3.17, -2.29, 0.63)
H (-3.01, -0.54, 0.73)
H (-3.39, -1.48, 2.16)
H (-1.58, -3.09, 3.59)
H (-1.34, -1.46, 4.14)
H (0.04, -2.51, 3.86)
H (-0.91, -3.91, 0.38)
H (0.51, -3.77, 1.37)
H (0.42, -2.91, -0.16)
H (2.93, -2.20, 1.22)
H (2.05, -2.54, 2.69)
H (3.57, -1.69, 2.76)
H (3.90, 0.84, 0.94)
H (3.89, 1.12, 2.65)
H (2.96, 2.16, 1.61)
H (0.68, -0.31, 4.40)
H (1.15, 1.36, 4.13)
H (2.34, 0.16, 4.54)
H (0.79, 3.22, 2.68)
H (-0.41, 3.95, 1.64)
H (0.93, 3.09, 0.93)
H (-1.18, 1.04, 4.25)
H (-2.67, 0.75, 3.37)
H (-2.14, 2.39, 3.71)
H (-3.28, 3.27, 1.42)
H (-4.68, 3.75, -0.58)
H (-4.23, 2.49, -2.68)
H (-2.38, 0.83, -2.71)


Q: The lowest calculated total energy belongs to which entry?
A: C34H38F6IrN8OSSbSi


Q: net charge of number 6 (C30H42N3O2Si3V)?
A: +2


Q: Number 2 is which compound?
A: C27H30F6IN5O5S2